Entry 1:
Molecular formula: C7H21NO3
Method: DFT, the ωB97M-V functional and the def2-TZVPD basis

Positions of all 32 atoms, in Å:
O: -0.74 3.07 -0.92
O: 1.12 -2.64 -2.19
O: -0.47 0.60 -3.79
N: -1.66 0.52 0.74
C: -0.33 0.38 1.35
C: 0.81 0.34 0.33
C: 2.97 -0.92 0.42
C: 3.01 -2.14 0.94
C: 2.20 0.19 1.08
C: -2.02 -0.71 0.06
C: -2.63 1.06 1.71
H: 3.34 -0.64 -0.56
H: 0.81 1.33 -0.12
H: 0.39 -3.07 -2.66
H: -1.38 2.37 -0.69
H: -0.31 -0.35 2.17
H: 0.77 -0.51 -0.34
H: -2.60 0.36 2.56
H: 2.07 0.04 2.15
H: 3.39 -3.02 0.42
H: 2.68 1.16 0.89
H: -1.28 0.32 -4.21
H: -1.74 -1.56 0.70
H: -0.16 1.36 1.83
H: -3.58 1.09 1.18
H: 2.89 -2.42 1.97
H: 1.20 -1.77 -2.54
H: -3.08 -0.77 -0.23
H: -0.76 1.20 -3.10
H: -2.34 2.02 2.13
H: -1.51 -0.73 -0.90
H: -1.03 3.82 -0.38

Results
HOMO energy in Ha: -0.31815
Energy above the lowest of the compared OMol25 structures with the same formula, charge and spin in kJ/mol: 129.1
LUMO level in eV: 0.54
Gap between HOMO and LUMO in hartree: 0.33791
E in eV: -15230.5432


Entry 2:
Molecular formula: C31H28N6O5STi
Method: DFT, the ωB97M-V functional and the def2-TZVPD basis

Positions of all 72 atoms, in Å:
Ti: 0.82 0.44 -0.31
S: -7.47 2.19 2.82
O: 4.70 -2.85 -0.29
O: -6.89 3.20 3.66
O: 0.93 -1.49 0.04
O: -7.04 2.20 1.42
O: -8.90 1.99 3.11
N: -5.24 0.79 2.73
N: 2.81 0.22 0.18
N: -0.75 0.42 1.02
N: 3.18 -1.06 0.04
N: -6.70 0.10 4.45
N: 1.60 2.28 0.46
C: -0.40 0.43 -2.32
C: 3.98 -5.01 -0.84
C: 3.72 -3.68 -0.44
C: 0.35 1.65 -2.46
C: -0.31 2.95 -2.53
C: -3.09 -0.08 2.42
C: 1.45 -0.89 -3.06
C: -5.85 -0.86 4.75
C: -3.04 0.83 1.37
C: -0.87 -1.90 -3.08
C: 3.67 1.25 0.31
C: -0.71 -0.34 2.20
C: 3.71 0.17 -3.37
C: -1.87 -0.77 2.81
C: 1.37 4.61 1.07
C: 3.61 3.69 0.78
C: 0.84 3.36 0.79
C: 1.29 -4.20 -0.62
C: 1.74 1.50 -2.63
C: -4.35 -0.13 3.10
C: 2.97 2.45 0.56
C: -4.66 -1.09 4.09
C: 2.79 4.78 1.08
C: 0.10 -0.79 -2.80
C: 2.95 -5.89 -1.16
C: 2.19 -1.91 -0.03
C: 2.25 0.21 -2.93
C: -1.92 0.99 0.65
C: 2.37 -3.27 -0.37
C: 1.62 -5.47 -1.05
C: -6.38 0.84 3.36
H: -3.86 1.47 1.11
H: 0.29 -0.72 2.50
H: -1.80 -1.55 3.60
H: -3.95 -1.82 4.46
H: 2.26 2.42 -2.86
H: 1.85 -1.88 -3.22
H: -6.12 -1.39 5.62
H: -0.29 3.37 0.72
H: 4.18 -1.70 -0.18
H: -1.42 2.86 -2.65
H: -0.04 3.52 -1.62
H: 3.97 -0.90 -3.66
H: 3.24 5.75 1.26
H: 3.76 0.72 -4.32
H: 0.81 5.40 1.43
H: 4.75 1.16 0.37
H: -1.43 0.39 -1.96
H: 0.85 -6.20 -1.29
H: -1.78 1.72 -0.16
H: 5.02 -5.22 -0.98
H: -0.05 3.59 -3.37
H: -1.35 -1.85 -4.07
H: -1.70 -1.93 -2.40
H: -0.31 -2.85 -3.07
H: 4.72 3.82 0.72
H: 0.25 -3.76 -0.60
H: 4.48 0.60 -2.71
H: 3.07 -6.87 -1.64

Results
HOMO energy (spin up / spin down) in Ha: -0.26843 / -0.26844
Expectation value of S²: 2.02
LUMO level (spin up / spin down) in eV: -1.74 / -2.21
Spin multiplicity: 3
Gap between HOMO and LUMO (spin up / spin down) in hartree: 0.20467 / 0.18707
E in eV: -85727.8017


Entry 3:
Molecular formula: C32H28F5N2O2S7SbTc
Method: DFT, the ωB97M-V functional and the def2-TZVPD basis

Positions of all 78 atoms, in Å:
Sb: 3.49 -2.01 3.33
Tc: 1.50 -1.03 -0.65
S: 4.99 -3.75 2.07
S: 1.35 0.76 2.30
S: 3.49 -1.39 0.55
S: -1.30 -4.80 -0.24
S: 1.63 -3.17 3.73
S: 4.50 -3.09 0.22
S: 0.97 -3.05 0.24
F: 3.52 -1.72 -4.40
F: 2.43 0.05 -3.83
F: 4.11 -0.64 -2.62
F: 2.78 -3.07 -2.28
F: 1.06 -2.22 -3.31
O: 1.51 0.66 -1.37
O: 0.67 -0.01 1.20
N: -0.51 -1.14 -1.34
N: -1.18 -2.32 -1.18
C: 2.11 -1.90 -2.49
C: -0.62 -3.26 -0.52
C: 6.22 2.15 1.19
C: -4.74 -5.53 0.39
C: -4.03 -4.47 -0.15
C: 3.06 -1.04 -3.36
C: 0.66 1.51 -1.94
C: -2.34 2.83 0.70
C: -6.12 -4.01 1.63
C: -0.66 1.12 -2.25
C: 5.42 2.31 0.07
C: -1.51 2.09 -2.77
C: -1.52 4.60 2.12
C: -2.44 -0.61 -2.71
C: 1.10 2.80 -2.22
C: 1.95 2.36 1.62
C: -2.25 4.18 1.01
C: -2.91 -4.71 -1.11
C: 0.23 3.74 -2.74
C: -1.08 3.38 -3.01
C: -0.85 3.66 2.89
C: 5.63 2.07 2.45
C: -1.15 -0.25 -2.05
C: -4.37 -3.17 0.22
C: -0.91 2.31 2.57
C: -5.41 -2.94 1.10
C: -0.08 1.31 3.32
C: -1.68 1.90 1.48
C: 4.04 2.38 0.20
C: -5.78 -5.31 1.27
C: 3.45 2.31 1.46
C: 4.26 2.16 2.58
H: 1.42 2.50 0.68
H: -0.28 3.98 3.76
H: -5.67 -1.93 1.38
H: 2.13 3.06 -2.01
H: -1.48 5.65 2.38
H: 7.29 2.10 1.09
H: -1.77 4.11 -3.42
H: -3.29 -0.34 -2.08
H: -3.81 -2.34 -0.20
H: 1.65 3.14 2.32
H: -0.61 0.38 3.52
H: 3.42 2.47 -0.68
H: -6.94 -3.83 2.31
H: -2.76 4.92 0.39
H: -1.75 0.84 1.25
H: 0.35 1.71 4.24
H: 6.25 1.95 3.33
H: 3.81 2.13 3.57
H: -2.92 2.51 -0.15
H: -2.54 1.84 -2.98
H: 0.58 4.74 -2.94
H: -2.48 -1.68 -2.88
H: -4.46 -6.55 0.12
H: -3.01 -5.66 -1.63
H: -2.81 -3.90 -1.83
H: -6.34 -6.14 1.68
H: -2.54 -0.10 -3.67
H: 5.86 2.36 -0.92

Results
HOMO energy (spin up / spin down) in Ha: -0.38886 / -0.38886
Energy above the lowest of the compared OMol25 structures with the same formula, charge and spin in kJ/mol: 0.0
LUMO level (spin up / spin down) in eV: -5.36 / -5.36
Gap between HOMO and LUMO (spin up / spin down) in hartree: 0.19192 / 0.19194
Charge: +1
E in eV: -138878.4071


Entry 4:
Molecular formula: C18H25N5O2S
Method: DFT, the ωB97M-V functional and the def2-TZVPD basis

Positions of all 51 atoms, in Å:
S: 0.12 3.90 -3.67
O: 1.77 -3.21 2.21
O: -0.83 1.39 -3.55
N: -0.48 -2.28 1.00
N: 0.25 5.90 -1.84
N: -1.03 0.15 -0.28
N: -0.58 2.32 -1.47
N: -0.03 4.65 -1.34
C: 0.83 -5.22 2.54
C: 1.02 7.87 -3.46
C: -2.10 -0.45 0.65
C: 0.44 5.60 -3.10
C: -1.36 -4.76 1.28
C: -1.01 -5.97 1.66
C: 0.73 6.71 -4.07
C: -1.07 1.25 -2.40
C: 0.70 -3.98 2.10
C: -1.55 0.20 -1.57
C: 0.31 -1.92 -0.03
C: 0.20 -6.33 2.28
C: 1.42 -2.22 3.42
C: 2.50 -1.09 3.51
C: -0.26 -3.56 1.58
C: -1.85 -1.94 0.86
C: -0.34 3.69 -1.92
C: 0.28 -0.25 0.21
H: 0.19 -7.41 2.68
H: 1.66 7.97 -2.73
H: -2.51 0.11 -1.66
H: 0.34 6.61 -5.00
H: -0.79 2.25 -0.66
H: 0.33 0.07 1.21
H: 0.15 -2.12 -0.94
H: 2.85 -0.63 2.48
H: 1.27 -2.63 4.32
H: 1.84 -5.68 3.06
H: -1.88 -6.92 1.59
H: 1.66 6.24 -4.62
H: 1.24 -2.08 0.37
H: -1.81 -0.07 1.75
H: 2.39 -0.34 4.19
H: -2.84 -2.29 1.60
H: 0.21 8.27 -2.95
H: -3.04 0.05 0.53
H: 0.57 -1.71 3.17
H: 1.18 8.60 -4.36
H: -2.16 -4.41 0.72
H: 0.82 0.37 -0.48
H: -1.14 -0.82 -2.21
H: -2.12 -2.44 -0.40
H: 3.49 -1.42 3.73

Results
HOMO energy in Ha: -0.29615
Energy above the lowest of the compared OMol25 structures with the same formula, charge and spin in kJ/mol: 1784.0
LUMO level in eV: 0.56
Gap between HOMO and LUMO in hartree: 0.31666
E in eV: -41435.6824